(1)
The following is a quantum chemistry calculation of 2 unconnected molecules or ions with the total composition C4H16N3, from the Open Molecules 2025 dataset.

Geometry (Å):
1 C 1.606 2.205 -1.205
2 C 1.943 1.900 0.280
3 N 0.790 1.182 0.998
4 H 2.517 2.625 -1.706
5 H 1.278 1.300 -1.773
6 H 0.798 2.957 -1.259
7 H 2.812 1.208 0.365
8 H 2.082 2.764 0.907
9 H -0.107 1.570 0.610
10 H 0.729 1.372 1.974
11 H 0.774 0.044 0.892
12 C -1.410 -1.072 -0.684
13 C -0.857 -1.519 0.652
14 N 0.656 -1.395 0.718
15 N -2.831 -1.506 -0.819
16 H -1.263 0.020 -0.875
17 H -0.845 -1.637 -1.461
18 H -1.263 -0.932 1.469
19 H -1.049 -2.636 0.828
20 H 1.141 -1.665 -0.184
21 H 0.961 -2.023 1.511
22 H -3.396 -0.942 -0.119
23 H -3.171 -1.070 -1.714

**DFT total energy**: -325.5229 Ha
**Total charge**: +2
**HOMO energy (alpha / beta)**: -18.58 / -18.57 eV
**Largest force on an atom**: 6.37 eV Å⁻¹
**LUMO (alpha / beta)**: -7.17 / -13.35 eV
**<S²>**: 0.7543
**Multiplicity**: 2
**Orbital gap (alpha / beta)**: 11.4 / 5.2 eV

***

(2)
The following is a quantum chemistry calculation of a molecular structure, C20H27N2O6SV, from the Open Molecules 2025 dataset.

Geometry (Å):
1 V 0.029 0.916 0.468
2 C -2.716 1.677 1.287
3 C -2.673 0.291 1.886
4 O -1.600 -0.414 1.235
5 C -1.175 -1.613 1.903
6 C 0.108 -2.031 1.233
7 O 0.989 -0.895 1.106
8 C 1.984 -0.665 2.122
9 C 1.409 0.223 3.198
10 O 0.730 1.284 2.498
11 C -0.126 2.094 3.327
12 C -0.915 2.989 2.398
13 O -1.372 2.229 1.258
14 H -3.374 2.331 1.854
15 H -3.041 1.646 0.252
16 H -3.621 -0.219 1.712
17 H -2.484 0.313 2.961
18 H -1.928 -2.395 1.792
19 H -1.044 -1.406 2.967
20 H -0.086 -2.363 0.214
21 H 0.601 -2.832 1.781
22 H 2.808 -0.166 1.615
23 H 2.339 -1.609 2.529
24 H 2.201 0.634 3.823
25 H 0.693 -0.302 3.833
26 H 0.474 2.692 4.012
27 H -0.772 1.438 3.913
28 H -0.297 3.785 1.996
29 H -1.761 3.439 2.915
30 C -1.173 -5.180 -3.768
31 C -0.937 -3.753 -3.364
32 C 0.181 -3.059 -3.839
33 C 0.418 -1.750 -3.470
34 C -0.481 -1.132 -2.604
35 C -1.603 -1.788 -2.117
36 C -1.821 -3.099 -2.507
37 S -0.158 0.515 -2.170
38 O 0.025 1.357 -3.300
39 O -1.204 0.933 -1.174
40 N 1.121 0.478 -1.156
41 C 1.832 1.700 -1.097
42 C 2.793 2.182 -1.965
43 C 3.370 3.397 -1.649
44 C 2.992 4.073 -0.487
45 C 2.026 3.526 0.320
46 N 1.438 2.360 0.000
47 H -0.830 -5.363 -4.785
48 H -2.226 -5.447 -3.701
49 H -0.617 -5.852 -3.110
50 H 0.862 -3.551 -4.522
51 H 1.272 -1.209 -3.859
52 H -2.304 -1.270 -1.476
53 H -2.707 -3.617 -2.160
54 H 3.065 1.620 -2.847
55 H 4.123 3.823 -2.299
56 H 3.448 5.016 -0.220
57 H 1.716 4.015 1.232

**DFT total energy**: -2680.9572 Ha
**Total charge**: +2
**HOMO energy (alpha / beta)**: -14.65 / -14.66 eV
**Largest force on an atom**: 1.35 eV Å⁻¹
**LUMO (alpha / beta)**: -5.98 / -5.93 eV
**<S²>**: 2.0136
**Multiplicity**: 3
**Orbital gap (alpha / beta)**: 8.7 / 8.7 eV

***

(3)
The following is a quantum chemistry calculation of 2 unconnected molecules or ions with the total composition C7H10N2, from the Open Molecules 2025 dataset.

Geometry (Å):
1 C -0.224 1.719 1.468
2 C -0.234 0.384 0.927
3 C 1.013 -0.220 0.538
4 C 0.683 -0.640 -0.837
5 C 1.711 -1.085 -1.670
6 C -0.678 -0.496 -1.355
7 C -1.358 0.322 -0.301
8 H -1.216 2.398 2.005
9 H 0.325 2.476 0.668
10 H 0.468 1.727 2.491
11 H -0.208 -1.635 1.301
12 H 2.001 0.390 0.901
13 H 2.723 -1.102 -1.210
14 H 1.554 -1.381 -2.813
15 H -0.798 -0.358 -2.461
16 H -2.384 -1.985 0.010
17 H -1.711 1.151 -0.661
18 N 0.179 -0.855 1.629
19 N -1.847 -0.813 -0.632

**DFT total energy**: -381.9241 Ha
**HOMO energy**: -8.83 eV
**Largest force on an atom**: 10.66 eV Å⁻¹
**LUMO**: 0.30 eV
**Multiplicity**: 1
**Orbital gap**: 9.1 eV

***

(4)
The following is a quantum chemistry calculation of a single C23H32N4O6S molecule, from the Open Molecules 2025 dataset.

Geometry (Å):
1 C -0.854 4.319 -1.490
2 C -1.700 4.042 -0.255
3 O -0.913 3.540 0.826
4 C -0.631 2.246 0.820
5 O -0.863 1.492 -0.097
6 C 0.032 1.847 2.085
7 C 1.365 1.700 2.370
8 C 2.564 1.876 1.508
9 N 1.464 1.350 3.689
10 C 0.231 1.247 4.253
11 C 0.015 0.873 5.671
12 C -0.682 1.560 3.278
13 S -2.437 1.421 3.336
14 O -2.959 2.081 2.172
15 O -2.910 1.831 4.629
16 N -2.834 -0.187 3.164
17 C -2.770 -1.038 4.326
18 C -2.515 -0.750 1.879
19 C -1.049 -1.161 1.733
20 O -0.297 -1.221 2.696
21 N -0.627 -1.456 0.491
22 C -1.408 -1.455 -0.724
23 C -1.165 -2.770 -1.488
24 N 0.239 -2.968 -1.770
25 C 0.779 -2.422 -2.937
26 C 0.133 -2.644 -4.160
27 C 0.657 -2.178 -5.343
28 C 1.864 -1.479 -5.364
29 O 2.297 -1.061 -6.593
30 C 3.508 -0.354 -6.665
31 C 2.527 -1.270 -4.164
32 C 1.988 -1.731 -2.973
33 C 0.996 -2.952 -0.539
34 C 0.789 -1.653 0.247
35 H -1.475 4.762 -2.264
36 H -0.430 3.392 -1.868
37 H -0.046 5.005 -1.247
38 H -2.485 3.313 -0.476
39 H -2.149 4.959 0.131
40 H 3.202 0.994 1.553
41 H 2.252 2.032 0.480
42 H 3.150 2.739 1.828
43 H 2.330 1.153 4.165
44 H 0.712 1.402 6.320
45 H 0.162 -0.199 5.808
46 H -1.003 1.130 5.949
47 H -1.787 -1.499 4.446
48 H -3.531 -1.816 4.239
49 H -2.996 -0.410 5.183
50 H -3.168 -1.612 1.702
51 H -2.738 0.035 1.154
52 H -2.468 -1.355 -0.504
53 H -1.096 -0.607 -1.343
54 H -1.740 -2.753 -2.412
55 H -1.510 -3.612 -0.876
56 H -0.786 -3.209 -4.189
57 H 0.150 -2.355 -6.278
58 H 3.654 -0.124 -7.720
59 H 4.350 -0.957 -6.309
60 H 3.465 0.580 -6.095
61 H 3.466 -0.740 -4.131
62 H 2.539 -1.532 -2.068
63 H 2.052 -3.116 -0.750
64 H 0.639 -3.790 0.071
65 H 1.291 -1.692 1.214
66 H 1.160 -0.796 -0.325

**SMILES string**: CCOC(=O)c1c(C)[nH]c(C)c1S(=O)(=O)N(C)CC(=O)N1CCN(c2ccc(OC)cc2)CC1
**DFT total energy**: -1964.2904 Ha
**HOMO energy**: -7.38 eV
**Largest force on an atom**: 0.87 eV Å⁻¹
**LUMO**: 0.55 eV
**Multiplicity**: 1
**Orbital gap**: 7.9 eV